Entry 1:
C6H18N3P | ωB97M-V/def2-TZVPD

Each line ends with the natural charge from an NBO analysis.
Geometry (Å):
C  -1.404742  -0.735262  -2.433695  -0.4314
H  0.448741  -0.558614  3.102773  0.1744
H  1.292326  2.217122  -0.395645  0.2140
N  -1.431379  -0.043300  -1.161977  -0.6068
C  1.199063  -1.923264  0.589646  -1.1186
P  0.532436  -0.466993  -0.005138  1.8156
H  2.502627  1.996981  -1.840929  0.2009
H  -2.563314  -0.281761  0.622162  0.1971
H  -2.332970  -0.388438  -2.826788  0.2125
C  -0.467578  1.532565  1.368981  -0.4658
H  1.176005  0.814944  3.257301  0.1915
H  -3.189055  -1.143811  -0.593076  0.1937
H  -0.985709  1.597530  0.298334  0.2652
H  1.699859  -2.679787  -0.003466  0.2338
N  0.648436  0.532928  1.317794  -0.7803
H  0.675829  -2.562524  1.234773  0.2237
H  1.965368  -0.428133  2.457327  0.2258
H  1.838159  -0.423655  -1.759875  0.3846
C  -2.223415  -0.834193  -0.222774  -0.4787
H  -0.079551  2.602428  1.661385  0.1908
C  1.577509  1.565344  -1.347763  -0.4253
H  -1.159273  1.367966  2.245796  0.1939
C  1.089578  0.066033  2.600900  -0.3846
H  -1.741395  -1.785507  0.289435  0.1721
N  1.726998  0.186376  -0.991389  -0.9418
H  -0.448617  -0.309322  -3.000417  0.1791
H  -1.262826  -1.783249  -2.363967  0.1797
H  0.916890  1.867596  -2.099709  0.1849

Atomic forces in eV per Å
C 3.3065 2.3923 -0.1748
H -2.0258 -2.0350 0.7847
H 0.9473 -1.4569 -2.0085
N 2.2090 -1.1287 3.2455
C -0.2271 0.0180 -1.5882
P 1.2917 -1.1333 0.0543
H -0.3098 -0.6595 1.2521
H 0.2471 1.0715 0.8515
H -0.5994 -0.3435 -1.2990
C 0.0073 2.1041 -0.1715
H 0.7628 3.5052 2.0940
H -0.2421 -0.4305 -0.9069
H 0.8513 -0.1528 2.6016
H 0.3574 0.5727 -0.9671
N -3.3523 1.7242 -0.5827
H -1.3022 -0.1355 1.5232
H 2.6524 -1.3273 -0.1278
H 0.4711 -0.5674 -1.2312
C 0.1198 -1.4280 1.1074
H -0.2453 -1.8065 -0.8786
C 1.6785 2.9486 1.5998
H 0.2371 -0.4628 -1.2165
C -0.8328 -0.4284 -2.2556
H -0.5776 1.3531 -1.3930
N -0.8880 0.1859 0.2355
H -2.2437 -0.7675 0.5784
H -0.2538 -1.2856 -0.0498
H -2.0395 -0.3264 -1.0767

Output
calculated total energy: -20267.861 eV
E_LUMO (alpha / beta): 0.607 / 0.607 eV
HOMO level (alpha / beta): -7.5 / -7.5 eV
ΔE to the lowest compared entry with this formula, charge and spin: 57.61 kcal/mol

Entry 2:
C6H18N3S | ωB97M-V/def2-TZVPD

Each line ends with the natural charge from an NBO analysis.
Geometry (Å):
H  1.142163  -2.644072  0.999156  0.2214
H  2.488389  -3.071086  -1.169640  0.2146
H  -0.137495  2.112580  -1.940870  0.4225
H  -2.579533  2.811703  0.804727  0.2029
N  -0.673575  2.066728  -1.089751  -0.7763
C  -1.974156  0.730840  1.086366  -0.2289
N  -0.534000  0.970787  0.950493  -0.5268
H  -2.097973  0.055150  1.871223  0.2315
H  1.586372  2.770279  -0.517246  0.4210
H  2.360771  -2.333331  -2.736063  0.2243
H  0.335445  -4.084673  0.279703  0.2369
C  1.400325  -1.174053  -1.155747  -0.5229
H  -3.798040  1.856510  1.468965  0.2439
H  -0.543199  -2.941640  1.240210  0.2243
C  -2.718487  1.994329  1.533865  -0.6372
C  2.488187  -2.113724  -1.677269  -0.6245
C  0.255227  -3.032818  0.495268  -0.7586
H  3.495044  -1.746397  -1.482558  0.2140
H  1.667825  -0.734617  -0.198749  0.1877
N  1.331445  1.948732  0.012342  -0.7675
H  1.793164  1.878465  0.905793  0.4147
H  -1.654179  1.882195  -1.206182  0.4280
H  0.021138  0.744467  1.758739  0.4199
H  -2.475804  2.457244  2.488703  0.2334
H  1.358945  -0.351527  -1.869780  0.2119
H  -2.397047  0.391932  0.149796  0.2196
S  -0.163433  -2.094601  -0.982140  0.1790
C  0.022479  1.650596  -0.019355  0.6912

Atomic forces in eV per Å
H 0.1385 -0.1510 -0.3417
H -0.3006 -0.2337 0.1975
H -0.1159 0.2728 -0.1685
H 0.2297 -0.2123 0.1030
N 0.4080 -0.1269 -0.0558
C -0.1327 2.1180 -0.0979
N -0.3902 -0.0797 0.3782
H -0.0909 -1.6880 0.7605
H 0.1975 -0.1089 0.0001
H 0.0037 0.1668 -0.0007
H 0.3713 -0.3063 -0.1245
C 0.6338 -0.7194 -0.4476
H 0.0036 -0.3907 0.3506
H -0.0658 0.0617 -0.2585
C -0.4061 1.2152 -1.2852
C 0.4026 -0.2267 0.3538
C -0.5109 0.1815 0.8246
H 0.0455 0.3991 -0.2861
H 0.0248 -0.0956 0.1884
N 0.0716 0.3550 0.0540
H 0.1544 -0.1005 -0.0783
H -0.0290 -0.2033 0.1519
H 0.1503 0.0676 0.0055
H 0.2282 -0.5920 0.1978
H -0.6599 0.0328 0.0006
H 0.0955 -0.5103 -0.0549
S -0.0795 0.8264 -0.1424
C -0.3777 0.0481 -0.2243

Output
calculated total energy: -21813.955 eV
net charge: +1
E_LUMO: -2.979 eV
HOMO level: -11.5 eV
ΔE to the lowest compared entry with this formula, charge and spin: 11.16 kcal/mol

Entry 3:
C6H18N4 | ωB97M-V/def2-TZVPD

Each line ends with the natural charge from an NBO analysis.
Geometry (Å):
H  0.707461  0.809684  -0.549393  0.3972
N  2.466043  0.510063  -1.409035  -0.5341
C  -1.527038  0.878438  0.472383  0.2641
H  -2.370457  1.316416  2.345197  0.2841
H  3.465569  0.645680  -1.016951  0.4602
C  -1.396621  1.014334  1.912668  -0.6631
H  1.433101  -2.504930  0.672475  0.2730
C  -1.188221  -0.339557  -1.567330  -0.6466
H  -1.968574  2.862920  0.076596  0.4324
C  0.898951  -1.597565  0.214268  -0.2716
H  -0.642031  1.808539  2.077216  0.2506
H  -1.965954  1.822730  -1.258229  0.4041
C  -1.101123  -0.252327  -0.092303  -0.0921
H  -0.996135  0.130941  2.465739  0.2004
H  -2.161164  -0.233279  -1.888509  0.2565
H  -0.816023  -1.423879  -1.638409  0.1968
N  -0.489199  -1.490366  0.470437  -0.4987
H  -0.547061  0.333154  -2.236251  0.2036
N  1.648939  0.651758  -0.265281  -0.4443
H  2.713801  -0.702140  0.966458  0.2564
C  1.663512  -0.388370  0.726643  -0.2768
H  2.274434  1.376680  -1.992272  0.4868
N  -2.022299  1.891018  -0.243932  -0.7580
H  -1.073165  -2.264519  0.089796  0.4643
H  2.518250  -0.430778  -1.820144  0.4298
H  0.980525  -1.788078  -0.799019  0.2109
H  1.168693  -0.045453  1.697280  0.2621
H  -0.628667  -1.394513  1.466129  0.4520

Atomic forces in eV per Å
H -0.6958 0.2769 -0.4069
N 2.7896 1.1502 1.6206
C 0.7072 -1.2787 1.5611
H 0.6564 -0.1116 0.0842
H -1.4408 0.0339 -1.0079
C 0.1638 1.0323 1.9555
H -1.5775 0.8625 -0.2587
C 3.3282 -2.3644 -0.1961
H -0.2591 -0.7774 0.2317
C 3.3192 -2.1389 2.0826
H -0.5249 -0.0884 0.3364
H -0.2464 0.1040 0.4553
C 0.1929 0.5240 -2.4475
H -0.5992 0.5660 -0.4771
H -2.1951 -0.1091 -1.0119
H -0.8943 1.4894 -1.7485
N -3.2361 1.1665 1.1626
H -0.5007 -0.7672 1.0089
N -0.1906 1.5916 0.9102
H -0.8751 0.4604 -0.0890
C 0.4338 -0.8456 0.4940
H 0.3497 -1.6807 0.0447
N 0.0842 1.1624 -1.1350
H 0.6394 0.1228 0.6679
H -0.5886 0.2974 -0.8900
H 0.5692 -0.0119 -2.2712
H 0.9460 -0.0014 -1.3577
H -0.3552 -0.6647 0.6818

Output
calculated total energy: -12455.046 eV
net charge: +2
E_LUMO: -6.910 eV
HOMO level: -16.1 eV
ΔE to the lowest compared entry with this formula, charge and spin: 73.74 kcal/mol
structure (SMILES): C/C(N)=C(/C)[NH2+]CCN[NH3+]

Entry 4:
C6H18N6O12 | ωB97M-V/def2-TZVPD

Each line ends with the natural charge from an NBO analysis.
Geometry (Å):
O  21.986635  14.453135  18.248504  -0.3774
H  24.261979  15.389411  19.844032  0.2400
H  22.488153  13.401272  14.717976  0.2392
O  21.095996  15.592328  13.133968  -0.3859
N  22.408047  15.375527  18.911714  0.5373
H  22.282860  13.416163  12.949798  0.2318
O  21.733491  16.089695  19.628969  -0.3790
O  19.046341  17.780261  14.804003  -0.3690
N  17.475362  14.704910  18.398029  0.5366
H  16.647100  11.248163  19.979642  0.2305
H  23.986895  16.727227  18.732320  0.2373
H  16.003094  12.451293  21.159551  0.2357
H  16.084562  16.264392  20.088598  0.2401
H  18.820940  16.317533  18.483899  0.2354
H  17.749623  12.102947  21.109547  0.2408
O  14.267451  18.089440  21.442660  -0.3760
C  16.755439  11.700021  20.957317  -0.4762
N  18.269233  17.126764  14.144706  0.5370
O  14.911778  16.345168  22.528284  -0.3742
H  17.893020  16.370154  12.221679  0.2293
H  24.290489  15.081002  18.053355  0.2288
O  17.403516  16.403097  14.598495  -0.3854
O  16.374475  14.823086  17.913089  -0.3672
H  17.814379  18.141974  12.393652  0.2347
H  21.008961  12.746779  14.013281  0.2414
O  17.725992  14.011526  19.373741  -0.4131
H  19.446063  14.813786  17.726195  0.2483
N  15.044295  17.186133  21.665329  0.5359
N  16.562774  10.600277  21.950486  0.5321
O  17.064306  9.523778  21.686827  -0.3916
C  16.251409  17.080641  20.782543  -0.4894
C  18.601548  15.489817  17.820806  -0.4952
H  18.298463  15.801216  16.826190  0.2512
H  16.257955  18.020595  20.236709  0.2274
C  18.352382  17.241693  12.677109  -0.4892
C  21.777092  13.507686  13.902545  -0.4890
O  15.941397  10.850735  22.961900  -0.3752
O  20.534062  14.989188  15.123755  -0.3729
H  17.122403  16.999937  21.418950  0.2331
N  21.093185  14.811405  14.063400  0.5387
H  19.384852  17.297506  12.353451  0.2462
C  23.871550  15.656924  18.866593  -0.4832

Atomic forces in eV per Å
O -0.0082 -0.0831 -0.0947
H 0.0930 -0.1457 -0.0577
H -0.0859 0.0894 0.0647
O 0.0757 -0.0180 -0.0616
N -0.1320 0.2546 0.2140
H -0.1483 0.3221 -0.1257
O 0.1217 -0.1450 -0.1664
O -0.0092 0.0814 0.0346
N 0.2837 -0.0063 0.5716
H 0.1153 0.1148 -0.1012
H -0.0066 0.0149 -0.0819
H 0.0145 0.0606 -0.0542
H 0.1180 -0.2640 0.2222
H 0.0069 0.0119 0.0962
H 0.0771 -0.0435 -0.0566
O -0.0228 0.0753 0.0078
C -0.3155 -0.1800 0.2309
N 0.0630 -0.0803 0.1710
O 0.0677 -0.0028 0.0244
H -0.1770 0.0273 0.1977
H 0.1306 -0.0566 0.0610
O 0.0583 -0.0344 0.0311
O -0.1591 0.0349 -0.1244
H -0.0155 0.0435 0.0517
H -0.0015 0.0062 -0.0077
O -0.0312 0.1330 -0.2456
H 0.1046 0.0841 0.3175
N 0.0418 -0.3290 -0.0544
N 0.1184 -0.0330 0.0375
O -0.0493 0.0907 0.0214
C -0.4832 0.9712 -0.1136
C -0.0308 -0.5017 -0.7821
H -0.1100 0.2873 0.1298
H 0.1841 -0.0875 -0.0738
C 0.0051 -0.1528 -0.7759
C 0.2461 -0.5165 0.1920
O 0.0308 -0.0192 -0.0531
O 0.0170 0.0707 -0.0021
H 0.0631 -0.3866 -0.0198
N -0.1366 -0.0237 -0.0470
H 0.1073 0.1696 0.3322
C -0.2212 0.1659 0.0900

Output
calculated total energy: -40007.588 eV
E_LUMO: -0.365 eV
HOMO level: -10.6 eV
ΔE to the lowest compared entry with this formula, charge and spin: 2.91 kcal/mol
structure (SMILES): C[N+](=O)[O-].C[N+](=O)[O-].C[N+](=O)[O-].C[N+](=O)[O-].C[N+](=O)[O-].C[N+](=O)[O-]

Entry 5:
C6H18N7 | ωB97M-V/def2-TZVPD

Each line ends with the natural charge from an NBO analysis.
Geometry (Å):
N  -0.977564  1.103349  0.891440  -0.8658
H  -2.602426  -0.535188  -0.624406  0.4389
C  -0.680239  -0.157005  0.381956  0.2998
C  1.271826  0.926544  -0.935215  0.3851
H  -1.200320  1.153718  1.848400  0.4000
H  0.223926  0.931210  -2.606596  0.3829
N  3.958600  0.430312  -2.242031  -0.3134
H  0.249671  2.499974  -1.976398  0.3995
H  -2.553094  -0.828472  3.089263  0.2472
H  1.201589  -0.279918  1.683967  0.3680
C  -1.101462  -1.234827  1.410540  -0.4328
H  0.777742  -2.482720  -0.746972  0.4088
H  2.476371  -0.268533  0.630107  0.3655
H  1.383629  2.808187  -0.487298  0.3776
H  -2.998026  -0.447130  1.360368  0.1936
C  2.978914  0.440888  -1.648194  0.0879
H  -0.431439  1.885373  0.569031  0.4031
N  0.184178  1.440203  -1.846355  -0.8575
N  1.636847  1.930740  -0.016812  -0.8656
H  -1.137241  -0.959883  -1.477904  0.4611
H  -3.003193  -2.073031  1.979966  0.2420
N  -1.584871  -0.304500  -0.830844  -0.7640
C  0.736616  -0.386809  -0.279273  0.2092
H  1.461204  -1.545532  -1.969921  0.4094
H  -1.579659  0.651261  -1.295853  0.4673
H  2.682778  2.016658  0.222322  0.4369
C  -2.464206  -1.094067  2.041835  -0.6305
H  -0.406592  -1.166918  2.257154  0.2359
H  -0.860997  -2.149431  1.036454  0.2259
N  0.724183  -1.594089  -1.241808  -0.9063
N  1.633258  -0.710366  0.823077  -0.8097

Atomic forces in eV per Å
N 0.2485 1.0302 -0.4543
H 1.6979 0.1061 -0.1189
C -0.9653 -0.8064 -0.6085
C 0.4090 -0.6540 -1.5179
H -0.1486 0.0398 1.0952
H 0.0008 -2.6518 -5.4070
N 0.8139 -0.1371 -0.2240
H 0.0694 -2.2545 -0.4535
H 0.4032 0.5779 -0.1291
H 1.2755 -0.5146 -1.0632
C 1.6911 2.3234 1.9969
H 0.2803 0.4840 0.1130
H 2.1823 0.5692 0.0772
H 0.5240 -0.0865 0.7037
H -0.8798 0.5453 0.5612
C -4.0327 0.7558 0.5588
H 0.0168 -0.1318 0.2556
N 2.4959 4.2332 5.8597
N 1.3935 1.4459 -0.1903
H -0.0575 -0.5832 -0.1716
H 0.4227 0.6867 0.0153
N -2.5079 1.0406 -0.8846
C 1.9014 -2.0373 0.7363
H -0.5118 0.0162 0.9208
H 0.0967 -1.3185 0.6120
H -2.3536 -0.4853 -0.4912
C -1.4023 -1.6633 -1.4107
H 0.2384 0.1470 -0.3205
H 0.1252 -2.8147 -1.2865
N -0.4945 2.1652 -0.2206
N -2.9322 -0.0274 1.4467

Output
calculated total energy: -16935.871 eV
net charge: +1
E_LUMO: -2.972 eV
HOMO level: -13.4 eV
ΔE to the lowest compared entry with this formula, charge and spin: 28.37 kcal/mol

Entry 6:
C6H18NO | ωB97M-V/def2-TZVPD

Each line ends with the natural charge from an NBO analysis.
Geometry (Å):
H  -0.436859  -1.514835  -1.159470  0.2345
C  1.156889  -0.635385  1.004704  -0.5767
H  -2.863435  -1.524760  -1.512617  0.2803
H  -2.553076  0.453348  1.705388  0.3692
H  -1.505079  -1.439934  0.876978  0.3518
C  0.768371  0.054293  -0.343578  -0.2308
H  4.251177  -0.631772  -1.414892  0.4751
H  -3.792963  -1.486579  -0.030487  0.2539
H  1.036183  -1.718537  0.955503  0.2094
H  -0.899386  0.127726  -1.689576  0.2388
C  -3.052185  -0.944040  -0.612575  -0.5375
H  0.317406  -0.264811  1.634976  0.1616
H  1.643101  -0.180335  -0.954534  0.2586
H  -2.992476  3.412785  2.466086  0.0041
H  -3.467944  0.010908  -0.928049  0.2442
H  -0.067079  1.945953  0.261759  0.2054
C  0.870584  1.594781  -0.163380  -0.6074
H  2.125758  -0.332375  1.373051  0.2566
H  4.893866  0.468537  -0.569945  0.4818
N  -1.865347  0.518473  0.932770  0.0322
C  -1.733245  -0.603673  0.164675  -0.1929
H  -3.503510  3.417800  1.926189  -0.0032
H  1.639047  1.862618  0.554549  0.2307
H  1.061519  2.022313  -1.143375  0.2251
O  4.223637  -0.220766  -0.544950  -0.9524
C  -0.572431  -0.473275  -0.845850  -0.4123

Atomic forces in eV per Å
H 0.0173 0.1396 -0.4069
C -2.0486 0.7916 -0.8500
H 0.7895 -0.0096 0.1750
H 0.2057 -0.4832 0.1014
H -0.8138 -0.1391 0.0761
C 1.6960 0.1904 1.9530
H 0.1386 0.0015 0.0189
H 0.1669 0.1592 0.3422
H 0.2350 -0.1120 0.0430
H -0.1678 -0.0740 -0.2681
C -1.7567 0.3112 -0.0857
H 0.6753 -0.1279 0.8065
H -0.6052 -0.3997 -0.8544
H -0.0167 -0.0135 -0.0267
H -0.1457 -0.1001 -0.0981
H -0.0356 0.3882 -0.1657
C -0.6848 -1.0463 -0.0923
H 0.0487 0.0216 0.0900
H 0.0593 -0.0025 -0.0105
N -0.6868 -0.3854 -0.3906
C 2.6202 0.9189 -0.0320
H 0.0198 -0.0094 0.0204
H 0.3062 -0.0459 -0.2079
H -0.0754 0.4662 0.1174
O -0.2522 0.0029 -0.0212
C 0.3107 -0.4427 -0.2339

Output
calculated total energy: -10039.169 eV
net charge: +1
E_LUMO: -8.858 eV
HOMO level: -14.2 eV
ΔE to the lowest compared entry with this formula, charge and spin: 153.63 kcal/mol